ORCA calculation (wB97M-V/def2-TZVPD) on a single C6H13NO molecule.

Values from the calculation:
**Multiplicity**: 1
**HOMO level**: -7.39 eV
**HOMO-LUMO gap**: 5.2 eV
**DFT total energy**: -366.0762 hartree
**Energy above the lowest of the compared OMol25 structures with the same formula, charge and spin**: 939.3 kJ/mol
**LUMO level**: -0.079 hartree

Last column: Mulliken charge in e.
Atoms and positions in Å:
O (2.843, -1.081, -1.098)  -0.588
N (1.546, 0.756, 0.174)  -0.351
C (-1.753, -1.287, -0.332)  -0.866
C (-0.801, 1.209, -0.711)  -0.683
C (-1.386, 0.245, 1.718)  -0.942
C (-1.903, 0.076, 0.048)  -0.094
C (2.720, 0.186, 0.015)  -0.371
C (0.463, 0.366, -0.777)  -0.253
H (3.171, -0.434, 0.847)  0.361
H (-2.822, 0.750, -0.064)  0.377
H (1.130, 0.011, -1.734)  0.461
H (2.321, -1.641, -0.551)  0.277
H (-0.344, -0.045, 1.595)  0.304
H (3.616, 0.626, -0.508)  0.286
H (-1.451, -2.018, 0.292)  0.409
H (-1.182, 1.538, -1.767)  0.289
H (-2.109, -1.570, -1.272)  0.308
H (-1.910, -0.499, 2.405)  0.323
H (-0.634, 2.053, 0.119)  0.312
H (-1.440, 1.315, 2.155)  0.269
H (-0.075, -0.556, -0.552)  0.174


ORCA calculation (wB97M-V/def2-TZVPD) on a 2-piece molecular cluster, C6H13NO2 overall.

Values from the calculation:
**Multiplicity**: 2
**HOMO level (spin up / spin down)**: 1.03 / -5.91 eV
**HOMO-LUMO gap (spin up / spin down)**: 2.8 / 9.7 eV
**DFT total energy**: -441.6276 hartree
**Net charge**: -1
**Energy above the lowest of the compared OMol25 structures with the same formula, charge and spin**: 0.0 kJ/mol
**LUMO level (spin up / spin down)**: 0.142 / 0.139 hartree

Last column: Mulliken charge in e.
Atoms and positions in Å:
O (2.390, -2.259, -0.024)  -0.776
O (1.838, 0.934, -0.569)  -0.286
N (-0.258, 0.388, 0.021)  2.431
C (-2.269, -0.732, 0.180)  -0.919
C (-1.991, -0.508, -1.302)  -1.226
C (0.944, 0.960, 0.276)  -0.133
C (1.008, 1.676, 1.601)  -2.326
C (-1.484, 0.395, 0.828)  -2.892
C (-0.462, -0.322, -1.235)  -1.411
H (1.869, 2.334, 1.635)  0.725
H (2.907, -1.480, 0.225)  0.367
H (-1.335, 0.195, 1.891)  0.207
H (-3.274, -0.798, 0.592)  1.499
H (-2.268, -1.364, -1.926)  0.426
H (-0.041, 0.272, -2.040)  0.126
H (0.089, 2.262, 1.738)  0.317
H (1.002, 0.918, 2.393)  0.342
H (1.514, -1.875, -0.139)  0.318
H (-0.051, -1.335, -1.219)  0.691
H (-2.453, 0.395, -1.695)  0.567
H (-1.947, 1.378, 0.747)  0.962
H (-1.764, -1.657, 0.474)  -0.009


ORCA calculation (wB97M-V/def2-TZVPD) on a 2-piece molecular cluster, C6H13NO2 overall.

Values from the calculation:
**Multiplicity**: 1
**HOMO level**: -9.16 eV
**HOMO-LUMO gap**: 9.7 eV
**DFT total energy**: -441.6236 hartree
**SMILES**: CC(=O)C(N)=O.CCC
**Energy above the lowest of the compared OMol25 structures with the same formula, charge and spin**: 148.1 kJ/mol
**LUMO level**: 0.019 hartree

Last column: Mulliken charge in e.
Atoms and positions in Å:
O (-1.299, 1.266, 1.777)  -0.635
O (-1.871, -0.698, -1.133)  -0.553
N (-1.221, 1.870, -0.414)  -0.366
C (-1.740, -0.522, 0.051)  0.710
C (-1.134, 0.973, 0.607)  0.603
C (1.525, 0.064, 0.148)  0.571
C (1.791, 1.175, -0.853)  -1.262
C (-2.068, -1.496, 1.135)  -1.144
C (1.737, -1.318, -0.451)  -1.363
H (2.813, 1.111, -1.230)  0.427
H (1.517, -2.100, 0.281)  0.319
H (-1.489, 2.814, -0.188)  0.225
H (1.143, 1.056, -1.721)  0.255
H (-1.139, -1.810, 1.614)  0.281
H (1.060, -1.451, -1.296)  0.296
H (-2.581, -2.368, 0.731)  0.367
H (-2.662, -0.989, 1.894)  0.322
H (2.159, 0.194, 1.030)  0.366
H (-1.330, 1.505, -1.350)  0.232
H (1.641, 2.153, -0.400)  0.328
H (0.385, 0.017, 0.575)  -0.391
H (2.761, -1.447, -0.806)  0.413


ORCA calculation (wB97M-V/def2-TZVPD) on a 2-piece molecular cluster, C6H13NO2 overall.

Values from the calculation:
**Multiplicity**: 1
**HOMO level**: -9.21 eV
**HOMO-LUMO gap**: 10.0 eV
**DFT total energy**: -441.6358 hartree
**SMILES**: CC(=O)N1CCCC1.O
**Energy above the lowest of the compared OMol25 structures with the same formula, charge and spin**: 116.0 kJ/mol
**LUMO level**: 0.027 hartree

Last column: Mulliken charge in e.
Atoms and positions in Å:
O (-1.172, 2.980, -0.630)  -0.648
O (-0.478, -2.116, -0.565)  -0.528
N (-0.143, 0.098, 0.044)  0.126
C (1.851, -0.172, 1.441)  -0.488
C (1.036, 0.280, -0.841)  -0.548
C (2.307, 0.087, 0.003)  -0.519
C (-2.422, -0.754, -0.516)  -1.180
C (-0.952, -1.031, -0.355)  0.467
C (0.315, -0.046, 1.447)  -0.656
H (1.009, -0.446, -1.652)  0.343
H (0.992, 1.282, -1.270)  0.313
H (-0.668, 2.688, 0.145)  0.333
H (-0.140, -0.917, 1.915)  0.276
H (2.146, -1.157, 1.795)  0.280
H (-3.002, -1.455, 0.087)  0.336
H (2.953, 0.963, -0.049)  0.281
H (-2.692, 0.248, -0.200)  0.330
H (-1.371, 2.136, -1.052)  0.307
H (2.278, 0.541, 2.146)  0.263
H (0.008, 0.839, 2.007)  0.334
H (-2.716, -0.920, -1.552)  0.316
H (2.883, -0.750, -0.392)  0.264


ORCA calculation (wB97M-V/def2-TZVPD) on a 2-piece molecular cluster, C6H13NO2 overall.

Values from the calculation:
**Multiplicity**: 1
**HOMO level**: -9.38 eV
**HOMO-LUMO gap**: 10.0 eV
**DFT total energy**: -441.6211 hartree
**SMILES**: C[C@H](O)[C@@H](C)O.CC#N
**Energy above the lowest of the compared OMol25 structures with the same formula, charge and spin**: 154.6 kJ/mol
**LUMO level**: 0.024 hartree

Last column: Mulliken charge in e.
Atoms and positions in Å:
O (-1.122, -1.271, -1.250)  -0.583
O (0.132, 0.660, 1.586)  -0.545
N (1.159, -0.115, -2.354)  -0.563
C (-1.319, -2.072, 0.988)  -1.577
C (-0.636, -1.119, 0.027)  0.383
C (-0.849, 0.452, 0.582)  0.237
C (1.747, 0.234, -1.424)  0.531
C (2.671, 0.672, -0.409)  -0.827
C (-1.000, 1.619, -0.386)  -1.455
H (2.147, 0.781, 0.541)  0.228
H (-1.761, 1.390, -1.127)  0.340
H (-0.481, -0.830, -1.890)  0.450
H (-1.066, -3.096, 0.721)  0.392
H (-2.397, -1.948, 0.919)  0.389
H (-0.985, -1.869, 2.002)  0.331
H (-0.068, 1.878, -0.899)  0.284
H (-1.300, 2.507, 0.161)  0.463
H (3.461, -0.070, -0.297)  0.335
H (3.109, 1.628, -0.691)  0.339
H (0.449, -1.272, 0.078)  0.137
H (-0.068, 1.484, 2.048)  0.317
H (-1.825, 0.357, 1.076)  0.392


ORCA calculation (wB97M-V/def2-TZVPD) on a single C6H13NO2 molecule.

Values from the calculation:
**Multiplicity**: 1
**HOMO level**: -9.70 eV
**HOMO-LUMO gap**: 10.0 eV
**DFT total energy**: -441.5734 hartree
**SMILES**: CC[C@H](C)[C@H](N)C(=O)O
**Energy above the lowest of the compared OMol25 structures with the same formula, charge and spin**: 280.0 kJ/mol
**LUMO level**: 0.010 hartree

Last column: Mulliken charge in e.
Atoms and positions in Å:
O (1.725, 0.801, 1.452)  -0.606
O (0.970, 2.347, -0.161)  -0.519
N (2.361, -1.003, -0.413)  -0.718
C (-1.929, 1.076, 0.508)  -0.866
C (-0.221, -0.817, -0.357)  0.516
C (-0.314, -1.660, 0.938)  -1.643
C (1.183, -0.077, -0.592)  -0.285
C (1.406, 1.125, 0.232)  0.318
C (-1.452, 0.028, -0.694)  -0.682
H (2.743, -0.851, 0.507)  0.335
H (-1.243, -2.166, 0.801)  0.396
H (-2.356, -0.665, -0.673)  0.336
H (0.557, 2.404, -1.105)  0.391
H (-1.278, 2.084, 0.631)  0.225
H (-1.429, 0.699, -1.620)  0.279
H (2.987, -0.612, -1.271)  0.296
H (1.064, 0.241, -1.583)  0.644
H (-1.995, 0.433, 1.482)  0.241
H (-3.038, 1.354, 0.223)  0.349
H (-0.238, -0.971, 1.824)  0.308
H (0.521, -2.280, 1.035)  0.514
H (-0.023, -1.490, -1.165)  0.171


ORCA calculation (wB97M-V/def2-TZVPD) on a single C6H13NO2S molecule.

Values from the calculation:
**Multiplicity**: 1
**HOMO level**: -8.10 eV
**HOMO-LUMO gap**: 8.2 eV
**DFT total energy**: -839.6751 hartree
**Energy above the lowest of the compared OMol25 structures with the same formula, charge and spin**: 440.8 kJ/mol
**LUMO level**: 0.005 hartree

Last column: Mulliken charge in e.
Atoms and positions in Å:
S (-1.965, -0.633, 0.491)  0.907
O (-1.177, -1.407, 1.443)  -0.586
O (-2.898, -1.306, -0.484)  -0.641
N (1.559, -0.616, -0.149)  0.112
C (1.400, -2.088, -0.162)  -0.935
C (0.544, -0.008, -0.772)  -0.113
C (-2.306, 0.880, 0.852)  -0.124
C (-3.070, 1.679, -0.082)  -0.979
C (2.286, 0.026, 0.929)  -0.942
C (-0.570, -0.504, -1.261)  -1.287
H (1.506, -0.011, 1.769)  0.345
H (-0.695, -1.516, -1.526)  0.429
H (0.657, 1.022, -0.896)  0.416
H (-1.244, 0.021, -1.964)  0.541
H (3.208, -0.504, 1.022)  0.370
H (2.222, -2.397, 0.488)  0.319
H (2.679, 1.040, 0.669)  0.293
H (-1.447, 1.319, 1.350)  0.332
H (1.436, -2.328, -1.256)  0.324
H (-3.741, 2.452, 0.436)  0.313
H (-3.831, 1.093, -0.526)  0.359
H (-2.431, 2.149, -0.854)  0.202
H (0.462, -2.391, 0.230)  0.347


ORCA calculation (wB97M-V/def2-TZVPD) on a 2-piece molecular cluster, C6H13NO3 overall.

Values from the calculation:
**Multiplicity**: 1
**HOMO level**: -9.44 eV
**HOMO-LUMO gap**: 10.1 eV
**DFT total energy**: -516.8395 hartree
**SMILES**: CN(CO)C(=O)O.C=CC
**Energy above the lowest of the compared OMol25 structures with the same formula, charge and spin**: 261.4 kJ/mol
**LUMO level**: 0.026 hartree

Last column: Mulliken charge in e.
Atoms and positions in Å:
O (-1.108, -2.052, -1.050)  -0.602
O (1.118, -1.907, -1.258)  -0.499
O (-1.191, -2.841, 1.925)  -0.581
N (0.169, -1.378, 0.657)  0.256
C (-1.040, -1.545, 1.495)  -0.687
C (-0.446, 2.239, -1.184)  0.257
C (-0.573, 2.315, 0.126)  -0.836
C (0.279, 3.417, -1.856)  -1.123
C (1.461, -1.438, 1.288)  -1.019
C (-0.029, -1.884, -0.575)  0.559
H (-0.047, 3.366, -2.896)  0.336
H (-1.969, -1.248, 0.995)  0.361
H (1.094, -2.246, -2.091)  0.340
H (0.035, 4.329, -1.355)  0.376
H (2.270, -1.674, 0.666)  0.387
H (1.586, -0.422, 1.704)  0.259
H (-0.823, -0.996, 2.312)  0.525
H (-1.436, -3.464, 1.249)  0.343
H (-0.978, 1.505, -1.868)  0.294
H (1.292, -2.136, 2.066)  0.354
H (-1.157, 1.816, 0.883)  0.307
H (1.391, 3.208, -1.848)  0.229
H (0.102, 3.036, 0.613)  0.164


ORCA calculation (wB97M-V/def2-TZVPD) on a 2-piece molecular cluster, C6H13NO3 overall.

Values from the calculation:
**Multiplicity**: 1
**HOMO level**: -9.94 eV
**HOMO-LUMO gap**: 10.4 eV
**DFT total energy**: -516.8604 hartree
**SMILES**: CC(C)[C@H]1O[C@H]1C(N)=O.O
**Energy above the lowest of the compared OMol25 structures with the same formula, charge and spin**: 206.7 kJ/mol
**LUMO level**: 0.018 hartree

Last column: Mulliken charge in e.
Atoms and positions in Å:
O (1.098, -1.242, -1.173)  -0.468
O (2.578, 3.183, -1.563)  -0.660
O (-0.207, 1.041, -2.178)  -0.589
N (0.216, 2.298, -0.250)  -0.447
C (0.531, -1.141, 0.128)  -0.290
C (-1.392, -2.730, 0.177)  -1.562
C (-1.407, -0.639, 1.600)  -1.395
C (-0.967, -1.266, 0.276)  0.721
C (0.393, 1.144, -1.121)  0.505
C (1.186, 0.004, -0.524)  -0.192
H (0.555, 2.251, 0.704)  0.211
H (2.191, 0.283, -0.187)  0.401
H (-2.496, -0.719, 1.719)  0.404
H (-1.436, -0.711, -0.552)  0.294
H (1.960, 3.938, -1.230)  0.327
H (-2.485, -2.818, 0.257)  0.391
H (-1.131, 0.424, 1.657)  0.274
H (1.116, -1.661, 0.897)  0.509
H (-0.946, -3.322, 0.990)  0.341
H (-1.080, -3.171, -0.780)  0.357
H (-0.537, 2.936, -0.477)  0.227
H (3.193, 3.069, -0.824)  0.306
H (-0.932, -1.149, 2.453)  0.336


ORCA calculation (wB97M-V/def2-TZVPD) on a 2-piece molecular cluster, C6H13NO5 overall.

Values from the calculation:
**Multiplicity**: 1
**HOMO level (spin up / spin down)**: -10.44 / -10.17 eV
**HOMO-LUMO gap (spin up / spin down)**: 6.0 / 9.4 eV
**DFT total energy**: -667.0235 hartree
**Energy above the lowest of the compared OMol25 structures with the same formula, charge and spin**: 901.2 kJ/mol
**LUMO level (spin up / spin down)**: -0.162 / -0.028 hartree

Last column: Mulliken charge in e.
Atoms and positions in Å:
O (0.251, -0.460, -1.008)  -0.088
O (-4.392, -1.965, -2.545)  -0.392
O (-5.194, -1.377, -0.592)  -0.402
O (-3.052, -1.726, -0.840)  -0.241
O (-0.931, -0.405, -1.648)  -0.394
N (-4.229, -1.687, -1.331)  1.025
C (1.525, 0.168, 0.799)  0.332
C (0.547, 1.937, -0.709)  -1.784
C (0.311, 0.600, -0.023)  1.668
C (-0.975, 0.645, 0.775)  -1.876
C (1.225, -1.165, 1.457)  -1.440
C (2.737, 0.069, -0.103)  -1.446
H (3.025, 1.039, -0.522)  0.326
H (2.109, -1.545, 1.979)  0.430
H (3.597, -0.311, 0.460)  0.433
H (0.947, -1.876, 0.666)  0.335
H (-0.373, 2.254, -1.208)  0.439
H (-1.795, 0.998, 0.144)  0.441
H (0.412, -1.093, 2.188)  0.334
H (-1.231, -0.337, 1.181)  0.456
H (1.368, 1.890, -1.428)  0.422
H (-0.864, 1.348, 1.610)  0.344
H (0.800, 2.688, 0.049)  0.339
H (1.673, 0.944, 1.560)  0.414
H (2.510, -0.634, -0.914)  0.325